Entry 1:
Density functional theory data (ωB97M-V/def2-TZVPD) for C3H6N2O in the gas phase at a distorted geometry.

Each line ends with the Mulliken charge.
Geometry (Å):
1 N -0.48995 -1.42023 -0.22742  -0.63
2 C -0.45872 -0.07746 0.33020  0.26
3 C 0.88777 0.64232 0.11744  -0.72
4 O 1.95372 0.03570 0.79580  -0.51
5 C -1.48327 0.82693 -0.25134  0.21
6 N -2.20462 1.54952 -0.79586  -0.42
7 H -1.27822 -1.93821 0.15011  0.26
8 H -0.62143 -1.39054 -1.23470  0.27
9 H -0.63087 -0.15637 1.40884  0.31
10 H 1.06515 0.72391 -0.96441  0.32
11 H 0.77612 1.65943 0.50840  0.33
12 H 2.48432 -0.45500 0.16293  0.32

Results
Frontier orbital gap ... 11.2 eV
ΔE to the lowest compared entry with this formula, charge and spin ... 1.451 eV
SMILES ... N#C[C@@H](N)CO
E_LUMO ... 0.7 eV
Largest force on an atom ... 1.08 eV/Å
Highest occupied orbital energy ... -10.4 eV
E_tot ... -8235.24736 eV

Entry 2:
Density functional theory data (ωB97M-V/def2-TZVPD) for 4 unconnected molecules or ions with the total composition C5H15NO5 at a distorted geometry.

Each line ends with the Mulliken charge.
Geometry (Å):
1 O 0.31526 0.48547 1.53639  -0.58
2 C -0.87915 0.33140 1.42167  0.56
3 O -1.66615 1.43637 1.80775  -0.65
4 C -1.41170 -0.94646 0.82280  -0.24
5 C -0.38869 -2.08336 0.69896  -1.24
6 C 0.94426 -1.97842 -0.08874  0.93
7 C 1.22468 -2.06508 -1.36772  -1.18
8 N 1.95040 -1.74714 0.80841  -0.48
9 H -1.36630 1.97103 2.54408  0.38
10 H -1.59538 -0.63399 -0.27580  0.20
11 H -2.39501 -1.16854 1.30879  0.41
12 H -0.07363 -2.45955 1.71288  0.36
13 H -0.87757 -3.01320 0.19851  0.37
14 H 2.17025 -1.61513 -1.86469  0.18
15 H 0.50451 -2.26906 -1.99265  0.54
16 H 1.63379 -1.22253 1.54696  0.18
17 H 2.91859 -1.75140 0.58037  0.21
18 H -0.10082 2.02669 -2.43245  0.29
19 H -0.26720 0.54514 -2.59136  0.35
20 O -0.79039 1.41817 -2.62995  -0.63
21 H -1.58497 3.24118 -0.61849  0.34
22 H -1.24180 2.94885 0.74090  0.29
23 O -0.85636 3.29414 0.01496  -0.60
24 H 0.72499 2.33636 -0.84636  0.36
25 H 1.57385 1.16371 -0.10540  0.35
26 O 1.53454 1.75533 -0.92984  -0.69

Results
Frontier orbital gap ... 8.5 eV
ΔE to the lowest compared entry with this formula, charge and spin ... 2.353 eV
SMILES ... C=C(N)CCC(=O)O.O.O.O
E_LUMO ... 0.3 eV
Largest force on an atom ... 5.27 eV/Å
Highest occupied orbital energy ... -8.2 eV
E_tot ... -17154.17391 eV

Entry 3:
Density functional theory data (ωB97M-V/def2-TZVPD) for a molecular structure, C42H32AsF6IrN3O10S2.

Each line ends with the Mulliken charge.
Geometry (Å):
1 Ir 0.51156 -0.40982 0.33712  1.58
2 C 3.01495 -2.91673 -2.40950  -0.80
3 O 2.04992 -3.98056 -2.39239  -0.53
4 C 0.72046 -3.70526 -2.31986  -0.13
5 C -0.11703 -4.56666 -2.98519  -0.32
6 C -1.50601 -4.37602 -3.00310  -0.82
7 C -2.03341 -3.28286 -2.37228  -0.92
8 C -1.21567 -2.38782 -1.64716  0.43
9 C -1.90244 -1.27375 -1.03635  -0.83
10 N -1.36921 -0.43447 -0.22672  1.54
11 N -2.14415 0.60617 0.30357  -0.83
12 C -1.44171 1.33673 1.13466  0.52
13 O -0.18763 1.15749 1.44191  -0.48
14 C -2.11458 2.48455 1.78664  -0.25
15 C -1.38116 3.64089 2.02878  -0.43
16 C -1.99517 4.72819 2.63155  -0.91
17 C -3.33040 4.65715 3.00644  -0.41
18 C -4.05735 3.49703 2.77313  -0.93
19 C -3.45199 2.41179 2.15864  -0.28
20 C 0.18593 -2.61997 -1.55516  0.78
21 O 1.03754 -1.95605 -0.82621  0.52
22 H 3.92041 -3.37653 -2.80220  0.30
23 H 3.19347 -2.50385 -1.42256  0.20
24 H 2.70147 -2.10757 -3.06982  0.37
25 H 0.34010 -5.39061 -3.51980  0.43
26 H -2.14116 -5.06172 -3.54827  0.39
27 H -3.09814 -3.08257 -2.41656  0.39
28 H -2.95444 -1.12227 -1.26599  0.42
29 H -0.34117 3.67713 1.73194  0.47
30 H -1.42862 5.63359 2.80861  0.41
31 H -3.80552 5.50705 3.48107  0.40
32 H -5.09749 3.43922 3.06945  0.40
33 H -4.00303 1.50156 1.96052  0.50
34 O 2.69384 2.24988 2.42286  -0.78
35 C 3.99558 2.04409 2.11297  0.60
36 C 4.93565 2.78922 2.82494  -0.79
37 C 6.28621 2.64410 2.56524  -0.38
38 C 6.72626 1.76062 1.58432  -0.66
39 C 5.79072 1.02929 0.87353  -0.71
40 C 4.42890 1.14778 1.13107  0.32
41 C 3.47618 0.29427 0.34327  0.41
42 O 3.74592 -0.11453 -0.76489  -0.62
43 O 2.41553 -0.01571 1.05057  -0.13
44 H 2.12932 1.65468 1.89722  -0.01
45 H 4.57521 3.48282 3.57417  0.44
46 H 7.00175 3.23083 3.12896  0.39
47 H 7.78210 1.65187 1.37402  0.40
48 H 6.08935 0.34979 0.08523  0.46
49 C 0.37852 -6.14722 0.49097  -0.59
50 C 1.52845 -5.43952 0.81465  -0.68
51 C 1.43170 -4.17883 1.37997  -0.46
52 C 0.18014 -3.62071 1.62209  -0.24
53 C -0.96936 -4.32697 1.29551  -0.17
54 C -0.86819 -5.59329 0.73345  -0.74
55 As 0.13908 -1.77699 2.19783  2.66
56 C -1.56373 -1.47775 3.08750  0.67
57 C -1.59626 -1.05114 4.41276  -0.68
58 C -2.80778 -0.77076 5.03006  -0.91
59 C -3.99639 -0.91600 4.33255  -0.54
60 C -3.97104 -1.33006 3.00928  -1.11
61 C -2.76177 -1.60035 2.38661  0.31
62 C 1.34700 -1.81521 3.70925  -0.53
63 C 1.24436 -2.92419 4.54955  -0.31
64 C 2.04267 -3.02034 5.67691  -0.80
65 C 2.94940 -2.00880 5.97129  -0.52
66 C 3.04721 -0.90403 5.14185  -0.71
67 C 2.24666 -0.80103 4.00898  -0.59
68 H 0.45696 -7.12423 0.03118  0.38
69 H 2.50353 -5.85883 0.60292  0.39
70 H 2.33124 -3.61526 1.59950  0.41
71 H -1.94979 -3.90032 1.46495  0.30
72 H -1.76751 -6.13245 0.46470  0.42
73 H -0.67716 -0.91851 4.96576  0.35
74 H -2.81696 -0.42931 6.05742  0.41
75 H -4.94031 -0.69461 4.81478  0.39
76 H -4.89267 -1.42660 2.44925  0.43
77 H -2.76009 -1.88623 1.34603  -0.05
78 H 0.54263 -3.71797 4.32037  0.44
79 H 1.96003 -3.88578 6.32245  0.40
80 H 3.57934 -2.08631 6.84877  0.39
81 H 3.75150 -0.11136 5.36151  0.47
82 H 2.32981 0.05519 3.36313  1.01
83 F -0.74639 3.40624 -3.27623  -0.23
84 C -0.75941 2.67308 -2.16685  0.50
85 F -1.23629 3.43162 -1.18204  -0.22
86 F -1.58055 1.64339 -2.34907  -0.18
87 S 0.98159 2.08964 -1.72961  1.07
88 O 0.85668 0.63016 -1.58428  -0.51
89 O 1.32016 2.82609 -0.55487  -0.77
90 N 1.86275 2.47981 -2.93959  -0.56
91 S 1.88758 1.61630 -4.28073  1.01
92 O 3.02726 0.76431 -4.39153  -0.61
93 O 0.59519 1.11540 -4.65550  -0.64
94 C 2.22817 3.01012 -5.43806  0.50
95 F 1.24144 3.90700 -5.42982  -0.22
96 F 3.36698 3.63167 -5.13646  -0.23
97 F 2.33342 2.51603 -6.67668  -0.22

Results
Net charge ... -1
Frontier orbital gap ... 7.4 eV
ΔE to the lowest compared entry with this formula, charge and spin ... 0.000 eV
E_LUMO ... 2.2 eV
Largest force on an atom ... 0.52 eV/Å
Highest occupied orbital energy ... -5.2 eV
E_tot ... -170675.37220 eV

Entry 4:
Density functional theory data (ωB97M-V/def2-TZVPD) for a molecular structure, C5H13NOPS at a distorted geometry.

Each line ends with the Mulliken charge.
Geometry (Å):
1 C -0.40725 -1.59176 1.07841  -0.50
2 C -1.06715 -0.14707 0.89733  -0.16
3 C -2.03532 -0.22503 -0.26676  -1.08
4 C 0.02029 2.19610 0.66523  -0.77
5 C 1.17791 -0.26079 -2.21652  -1.03
6 N 0.14847 0.52318 0.55943  0.08
7 O 0.67146 -1.76806 0.20624  -0.32
8 P 1.09557 -0.33014 -0.34928  0.56
9 S 3.10542 -0.17028 0.15816  -0.23
10 H 0.04277 -1.67887 2.15004  0.26
11 H -1.17734 -2.36125 1.02262  0.41
12 H -1.54096 0.34133 1.75430  0.47
13 H -1.45160 -0.54724 -1.14368  0.17
14 H -2.36889 0.79964 -0.42517  0.35
15 H -2.89830 -0.80533 -0.03339  0.42
16 H 0.33043 2.35310 1.79869  0.31
17 H 0.81723 2.57476 0.03983  0.32
18 H -0.95857 2.50631 0.40431  0.35
19 H 0.18061 -0.37757 -2.51466  0.37
20 H 1.89124 -0.93197 -2.74340  0.36
21 H 1.61373 0.64059 -2.43125  0.45
22 H 2.81027 -0.73964 1.38952  0.22

Results
Net charge ... +1
Frontier orbital gap ... 11.3 eV
ΔE to the lowest compared entry with this formula, charge and spin ... 0.000 eV
E_LUMO ... -2.9 eV
Largest force on an atom ... 6.45 eV/Å
Highest occupied orbital energy ... -14.2 eV
E_tot ... -29050.53831 eV